No. 1
ORCA calculation (ωB97M-V/def2-TZVPD) on 2 unconnected molecules or ions with the total composition C2H5BrNO3PS.

Properties
- HOMO: -0.41 eV
- Gap between HOMO and LUMO: 6.10 eV
- Strongest force on any atom: 2.41 eV/A

```
! wB97M-V def2-TZVPD RIJCOSX def2/J DEFGRID3
* xyz -2 1
O 0.198 -2.942 0.705
H -0.829 0.051 0.422
Br 1.920 4.176 -0.460
S 0.454 2.685 0.923
O -1.722 -2.075 2.135
O -2.248 -2.905 -0.196
H 1.607 0.124 0.377
H 1.096 -0.672 -1.186
C 1.076 0.235 -0.639
N -0.571 1.926 0.063
C -0.358 0.526 -0.421
P -1.237 -2.598 0.840
H 1.523 1.129 -1.222
H -0.908 0.341 -1.340
*
```



No. 2
ORCA calculation (ωB97M-V/def2-TZVPD) on a molecular structure, C22H47AlF5P2.

Properties
- HOMO: -6.54 eV
- Gap between HOMO and LUMO: 8.69 eV
- Strongest force on any atom: 2.16 eV/A

```
! wB97M-V def2-TZVPD RIJCOSX def2/J DEFGRID3
* xyz -1 1
H 0.791 -1.666 -2.277
H -1.621 0.014 2.652
H -4.638 0.498 -1.749
C 0.063 -2.484 -2.040
C 0.629 2.410 2.084
H 0.139 -1.504 -0.106
H -1.565 2.667 5.669
H -3.466 0.114 2.707
C -1.808 1.770 5.066
C 3.464 -1.416 -0.433
H 2.302 2.898 -0.277
H -2.526 0.876 1.315
H -2.995 -1.112 -0.224
H -2.590 5.867 1.827
C 2.185 1.868 0.135
H 2.406 1.352 -2.048
H 0.064 2.224 -0.114
C -2.523 0.621 2.402
C -1.314 -2.261 -2.751
H 2.194 -1.821 2.875
H -2.639 1.165 5.494
C -4.357 -0.563 -1.951
C 2.058 -1.913 1.764
H 4.208 -0.043 -1.931
H 0.761 -3.670 2.281
F 5.974 2.733 -0.774
H -5.297 -1.037 -2.338
C 1.506 -3.352 1.509
C -2.762 5.167 0.987
H 0.424 -4.593 0.068
H 1.784 -3.680 -0.680
H -5.198 -3.155 -0.258
F -0.657 4.616 -0.071
H 0.525 -3.417 -2.438
H 4.537 0.572 -0.239
H 2.520 -1.694 -0.943
H -1.200 -2.484 -3.842
H -0.912 1.104 5.011
F 5.380 1.746 -3.394
H 2.374 -4.050 1.651
H 4.247 -2.105 -0.844
H -2.075 3.216 0.280
C -4.234 -2.887 -0.745
H 3.794 -0.639 1.574
H 1.560 0.158 -1.045
C -4.004 -1.324 -0.631
H -4.728 -0.969 0.147
H -3.378 0.251 -3.719
H -3.481 -1.528 -3.803
P -0.857 3.515 2.401
C -1.640 4.107 0.796
H -3.726 4.615 1.098
F 7.337 3.810 -3.054
C -1.792 -0.770 -2.629
H 4.218 -2.356 1.469
C 3.807 0.057 -0.894
H -1.609 -0.363 -1.612
H -1.197 -0.131 -3.328
Al 6.650 2.359 -2.350
C 0.697 1.737 0.657
H -2.033 -2.997 -2.332
H 0.561 1.570 2.826
H 0.371 0.678 0.752
C -3.293 -0.682 -3.104
C -0.066 -2.539 -0.453
H -3.443 -3.408 -0.153
P -2.398 2.256 3.333
H 2.923 1.682 0.944
F 7.899 1.143 -2.175
C 2.444 0.849 -1.052
H -2.852 5.734 0.029
H 1.586 2.927 2.332
H -1.129 -2.766 -0.212
H -4.160 -3.255 -1.791
C 0.960 -3.610 0.062
C 3.457 -1.611 1.128
H 1.365 -1.092 1.477
*
```



No. 3
ORCA calculation (ωB97M-V/def2-TZVPD) on C2H2Br2S2 in the gas phase.

Properties
- HOMO (alpha / beta): -8.20 / -8.72 eV
- Gap between HOMO and LUMO (alpha / beta): 6.28 / 7.38 eV
- Strongest force on any atom: 2.81 eV/A

```
! wB97M-V def2-TZVPD RIJCOSX def2/J DEFGRID3
* xyz 0 1
H -0.509 0.443 1.630
S -0.881 -2.162 -0.015
C 0.610 0.153 -0.403
C -0.543 0.237 0.574
H 0.130 0.248 -1.467
Br 2.093 1.440 -0.041
Br -1.886 1.385 -0.103
S 0.986 -1.744 -0.175
*
```